1.
{
  "formula": "C19H17Cl40GaO5",
  "method": "ωB97M-V with the def2-TZVPD basis set",
  "species": ["C", "C", "O", "C", "C", "O", "C", "Ga", "C", "C", "C", "O", "C", "O", "O", "H", "H", "H", "H", "H", "H", "H", "H", "H", "H", "H", "H", "H", "H", "H", "H", "H", "C", "Cl", "Cl", "Cl", "Cl", "C", "Cl", "Cl", "Cl", "Cl", "C", "Cl", "Cl", "Cl", "Cl", "C", "Cl", "Cl", "Cl", "Cl", "C", "Cl", "Cl", "Cl", "Cl", "C", "Cl", "Cl", "Cl", "Cl", "C", "Cl", "Cl", "Cl", "Cl", "C", "Cl", "Cl", "Cl", "Cl", "C", "Cl", "Cl", "Cl", "Cl", "C", "Cl", "Cl", "Cl", "Cl"],
  "xyz": [[4.7235, -2.7866, 0.8864], [6.2498, -2.8391, 0.8009], [6.7881, -2.4174, -0.4360], [6.3283, -1.1420, -0.8694], [6.5095, -0.0387, 0.1724], [6.6659, 1.2335, -0.3712], [5.5421, 1.6354, -1.1762], [3.6901, 1.6200, -0.2595], [2.5782, -0.0788, -0.6981], [1.7340, 0.1908, -1.8562], [2.3697, -0.1977, -3.3462], [1.2269, -0.8883, -2.4690], [3.7450, 1.8370, 1.8016], [2.6510, 2.1821, 2.3894], [4.8414, 1.6195, 2.4375], [4.3709, -3.5771, 1.5454], [4.3045, -2.9414, -0.1032], [4.3772, -1.8320, 1.2699], [6.5282, -3.8895, 0.8998], [6.7100, -2.3210, 1.6444], [5.2953, -1.1778, -1.2206], [6.9217, -0.8572, -1.7366], [5.7281, -0.0427, 0.9387], [7.4407, -0.2729, 0.6985], [5.5080, 1.0856, -2.1301], [5.7519, 2.6660, -1.4582], [2.8383, 2.8817, -0.8551], [1.8836, -0.2260, 0.1315], [3.1398, -0.9723, -0.9614], [1.1687, 1.1123, -1.8380], [3.3505, -0.3156, -2.8257], [2.5231, -1.1084, -3.9292], [-1.6479, 1.8885, 0.6675], [-2.0422, 3.0890, -0.5769], [-1.5103, 0.2979, -0.0766], [-0.1229, 2.2781, 1.4241], [-2.9587, 1.8648, 1.8806], [0.5006, 5.1098, 3.9726], [0.8678, 6.2183, 5.3524], [0.1329, 3.5269, 4.6517], [-0.8964, 5.7015, 3.0505], [1.8769, 4.9630, 2.9324], [-1.3923, 10.1463, 4.3098], [-2.1252, 9.9323, 2.7148], [-0.5439, 8.6767, 4.7746], [-0.2613, 11.5082, 4.2529], [-2.6706, 10.5034, 5.4913], [-4.2145, -3.0417, 0.1112], [-3.8490, -2.8349, -1.6184], [-4.0183, -1.4672, 0.8547], [-5.8599, -3.6562, 0.3551], [-3.0574, -4.1707, 0.8106], [-6.3442, -6.7005, -3.0766], [-8.0742, -6.3388, -2.9867], [-5.9653, -7.3320, -4.6848], [-5.4176, -5.2374, -2.7663], [-5.9399, -7.9229, -1.8646], [-1.7856, -2.2924, -5.1081], [-0.7209, -3.2627, -6.1329], [-3.1283, -3.2989, -4.5242], [-0.8713, -1.6454, -3.7521], [-2.4586, -0.9594, -6.0546], [-6.0949, 11.9509, 1.6671], [-7.7157, 11.7180, 2.3421], [-5.8511, 13.6694, 1.3190], [-4.8820, 11.4031, 2.8187], [-5.9470, 11.0247, 0.1715], [-7.5407, -11.1130, -6.5574], [-7.2137, -10.2853, -5.0385], [-6.3646, -10.5976, -7.7708], [-7.4163, -12.8628, -6.3270], [-9.1701, -10.7105, -7.1123], [-1.5255, 1.3304, 7.7575], [-0.9052, 1.4401, 9.4140], [-2.4287, 2.7995, 7.3757], [-0.1882, 1.1467, 6.6367], [-2.6063, -0.0679, 7.6353], [1.3697, -4.8988, -1.1545], [2.5587, -5.7177, -2.1856], [0.1699, -6.0884, -0.6195], [2.1829, -4.2060, 0.2447], [0.5835, -3.6195, -2.0772]],
  "atomic_forces_ev_per_a": [[0.578, 0.412, -0.043], [-0.313, -0.580, 0.130], [-0.054, 0.035, -0.003], [-0.026, 0.626, -0.148], [0.295, -0.403, 0.529], [0.172, -0.084, -0.623], [-0.579, 0.102, 0.156], [0.189, 0.452, 0.824], [0.340, 0.846, -0.347], [-0.934, 0.347, 0.090], [0.763, -0.643, 0.912], [0.725, -0.187, 0.278], [0.649, -0.174, 1.188], [0.431, -0.243, -0.526], [-1.367, 0.180, -0.809], [0.003, -0.042, 0.120], [0.079, 0.000, 0.011], [-0.168, 0.171, -0.025], [0.278, -0.060, -0.135], [0.001, 0.252, 0.013], [-0.153, -0.212, 0.108], [0.241, -0.198, -0.087], [-0.229, 0.156, -0.049], [0.134, 0.111, 0.021], [0.242, -0.166, -0.053], [0.024, 0.165, 0.047], [-0.032, -0.132, -0.216], [0.107, -0.032, 0.228], [0.015, -0.318, 0.494], [-0.288, 0.142, -0.363], [-0.165, -0.657, 0.208], [-0.595, 0.825, -1.523], [0.439, 0.204, 0.190], [-0.111, 0.025, -0.051], [0.064, -0.048, -0.258], [0.340, -0.121, -0.065], [-0.107, -0.040, -0.003], [0.340, -0.282, -0.119], [0.025, -0.331, -0.112], [-0.165, 0.194, 0.064], [-0.072, 0.074, 0.170], [0.069, 0.141, -0.008], [0.113, -0.158, 0.013], [0.293, -0.141, 0.042], [-0.251, 0.527, -0.102], [-0.019, 0.021, 0.009], [-0.021, 0.029, -0.005], [0.269, 0.272, -0.124], [-0.144, -0.101, 0.356], [-0.356, -0.057, 0.350], [0.038, 0.073, -0.078], [0.022, -0.134, -0.008], [0.091, 0.112, -0.044], [-0.044, -0.012, 0.000], [0.098, 0.237, 0.039], [-0.115, -0.242, -0.060], [-0.011, -0.041, 0.018], [0.020, 0.177, 0.354], [-0.036, -0.064, -0.007], [0.048, -0.181, -0.335], [-0.254, 0.202, -0.678], [-0.037, 0.064, -0.119], [0.003, -0.012, 0.073], [-0.001, 0.008, -0.002], [-0.007, 0.017, -0.002], [-0.310, 0.159, -0.075], [-0.006, -0.004, -0.017], [0.010, -0.001, 0.059], [-0.093, -0.223, -0.067], [0.005, 0.000, -0.013], [-0.003, -0.012, -0.006], [-0.022, -0.004, -0.011], [0.058, 0.027, -0.120], [-0.002, -0.004, 0.048], [-0.015, 0.008, 0.010], [-0.011, -0.209, 0.135], [-0.022, -0.018, 0.016], [-0.084, 0.292, -0.036], [0.056, -0.029, -0.003], [-0.160, -0.146, 0.051], [-0.484, -0.295, -0.209], [0.201, -0.641, 0.328]],
  "mulliken_charge": [-0.9801, -0.5974, -0.5406, -0.1491, -0.5200, -0.5287, -0.4538, -0.0100, -0.1366, -0.2244, -1.0547, 0.1231, 0.5053, -0.6193, -0.6819, 0.5550, 0.1638, 0.4096, 0.4646, 0.2458, 0.0637, 0.4107, 0.2524, 0.3128, 0.2796, 0.3976, -0.5152, 0.2274, 0.0221, 0.3165, 0.1804, 0.3246, 0.1888, -0.1554, 0.0111, 0.1693, -0.1878, 0.1817, -0.1893, 0.0501, -0.1195, 0.0400, 0.2913, -0.1046, 0.0317, -0.1133, -0.1358, 0.1981, 0.0448, -0.0268, -0.1200, -0.0796, 0.2336, -0.1220, -0.1049, 0.0881, -0.1257, 0.2028, -0.1284, -0.0799, 0.0913, -0.1273, 0.3190, -0.1149, -0.1111, 0.0058, -0.1040, 0.3314, -0.0148, -0.1048, -0.1098, -0.1044, 0.3469, -0.1168, -0.0936, -0.0523, -0.1125, 0.2006, -0.1496, -0.1360, -0.0712, 0.0466],
  "total_charge": -2,
  "homo_energy_ev": -0.4,
  "orbital_gap_ev": 2.411,
  "e_tot_ha": -21442.48485,
  "largest_force_ev_per_a": 1.8,
  "lumo_ev": 1.99
}

=====

2.
{
  "formula": "C2H6BrOS",
  "method": "ωB97M-V with the def2-TZVPD basis set",
  "species": ["C", "C", "O", "S", "Br", "H", "H", "H", "H", "H", "H"],
  "xyz": [[-0.1528, -0.2905, -1.4295], [-0.1688, -0.0225, 1.5179], [-1.0028, -2.1714, 0.0984], [-0.9798, -0.7598, 0.0440], [-2.9343, 0.2900, -0.0490], [0.5077, 0.6496, -1.2488], [-0.7392, 0.0470, -2.2554], [0.5965, -1.0322, -1.7990], [-0.9771, 0.5307, 2.0730], [0.3791, 0.7076, 0.9458], [0.4579, -0.7253, 2.0875]],
  "atomic_forces_ev_per_a": [[3.250, 2.411, -0.414], [-1.386, 0.937, -0.777], [-0.602, -1.156, 0.212], [-0.138, 0.250, 0.524], [0.893, -0.478, -0.019], [-1.163, -1.405, 0.158], [-1.144, -0.249, -0.257], [-0.947, -0.054, 0.787], [0.927, -0.888, -0.283], [0.800, 0.588, 0.537], [-0.491, 0.045, -0.467]],
  "mulliken_charge": [-0.8750, -0.7504, -0.4474, 0.9344, 0.0319, 0.3293, 0.3956, 0.3592, 0.3889, 0.2967, 0.3368],
  "relative_energy_kcal_mol": 2.0,
  "total_charge": 1,
  "homo_energy_ev": -16.4,
  "orbital_gap_ev": 10.480,
  "e_tot_ha": -3126.89481,
  "largest_force_ev_per_a": 4.1,
  "lumo_ev": -5.97
}

=====

3.
{
  "formula": "C15H22FNO3S",
  "method": "ωB97M-V with the def2-TZVPD basis set",
  "species": ["C", "C", "C", "C", "C", "C", "O", "C", "C", "S", "O", "O", "N", "C", "C", "C", "C", "C", "F", "C", "C", "H", "H", "H", "H", "H", "H", "H", "H", "H", "H", "H", "H", "H", "H", "H", "H", "H", "H", "H", "H", "H", "H"],
  "xyz": [[3.5545, 2.5231, 2.3973], [2.1046, 2.9833, 2.4866], [1.1289, 2.0101, 1.8221], [1.2958, 1.9610, 0.3052], [0.2505, 1.0858, -0.4064], [0.4844, 1.2123, -1.9210], [-0.4456, 0.5608, -2.7579], [-0.5785, -0.8367, -2.6231], [0.7186, -1.5951, -2.4130], [1.4190, -1.2923, -0.7408], [2.6748, -0.6178, -0.9093], [1.4252, -2.5386, -0.0318], [0.3489, -0.2985, 0.0187], [-0.5086, -0.8309, 1.0615], [-1.7785, -1.4417, 0.5238], [-1.7806, -2.7694, 0.1043], [-2.9226, -3.3400, -0.4269], [-4.0650, -2.5658, -0.5322], [-5.1824, -3.1142, -1.0516], [-4.0951, -1.2471, -0.1184], [-2.9437, -0.6919, 0.4126], [3.6630, 1.5275, 2.8209], [4.1998, 3.2037, 2.9481], [3.8931, 2.4931, 1.3657], [2.0045, 3.9681, 2.0247], [1.8302, 3.0836, 3.5395], [1.2912, 1.0139, 2.2360], [0.1077, 2.3220, 2.0613], [2.2759, 1.5536, 0.0594], [1.2284, 2.9751, -0.0947], [-0.7642, 1.4327, -0.1762], [1.5072, 0.8876, -2.1401], [0.3882, 2.2641, -2.2016], [-1.2671, -1.0744, -1.8021], [-1.0463, -1.1551, -3.5612], [1.4843, -1.3045, -3.1270], [0.5428, -2.6648, -2.4641], [-0.7443, -0.0300, 1.7642], [0.0744, -1.5990, 1.5730], [-0.8714, -3.3446, 0.1909], [-2.9400, -4.3678, -0.7527], [-5.0051, -0.6760, -0.2104], [-2.9573, 0.3350, 0.7468]],
  "atomic_forces_ev_per_a": [[-0.177, 0.170, 0.026], [-0.020, -0.250, 0.042], [0.103, 0.293, -0.187], [-0.319, -0.135, 0.149], [0.374, 0.591, -0.447], [-0.166, 0.349, 0.029], [-0.047, 0.059, -0.024], [-0.391, -0.149, -0.065], [0.084, 0.488, 0.562], [0.055, -0.103, -0.171], [-0.009, 0.154, -0.094], [-0.284, -0.233, 0.128], [0.692, -0.564, -0.348], [-0.169, -0.492, 0.159], [-0.075, 0.041, 0.234], [-0.091, 0.122, 0.096], [-0.201, 0.019, -0.076], [0.111, 0.085, 0.019], [0.080, 0.035, 0.047], [-0.137, -0.166, -0.126], [0.150, -0.166, 0.005], [0.070, -0.133, 0.041], [0.128, 0.009, 0.014], [0.120, -0.035, -0.103], [-0.059, 0.070, 0.045], [-0.016, 0.091, -0.012], [-0.071, -0.086, 0.082], [-0.070, -0.083, 0.037], [0.050, 0.090, -0.086], [0.033, 0.085, -0.042], [0.053, -0.091, -0.036], [-0.089, 0.164, -0.087], [0.158, -0.071, 0.145], [0.071, 0.010, -0.268], [0.106, -0.125, 0.162], [0.102, -0.011, -0.017], [-0.008, -0.108, 0.021], [0.128, -0.016, -0.056], [-0.189, 0.155, 0.197], [0.058, -0.110, 0.016], [-0.028, -0.112, -0.040], [-0.111, 0.032, -0.021], [0.000, 0.126, 0.052]],
  "mulliken_charge": [-1.1859, -0.6864, -0.3987, -0.8031, 0.0132, -1.1069, -0.4590, -0.2134, -0.8460, 1.3739, -0.7193, -0.7384, 0.4189, -1.7924, -0.2581, 0.2114, -0.8613, 0.4019, -0.3417, -0.8618, 0.3200, 0.3012, 0.3842, 0.3240, 0.3436, 0.3503, 0.2774, 0.2899, 0.2310, 0.4054, 0.4241, 0.4395, 0.4367, 0.0228, 0.4151, 0.4205, 0.4859, 0.5761, 0.6512, 0.5249, 0.4406, 0.4394, 0.3492],
  "relative_energy_kcal_mol": 7.6,
  "homo_energy_ev": -9.4,
  "orbital_gap_ev": 10.080,
  "e_tot_ha": -1363.27702,
  "largest_force_ev_per_a": 1.0,
  "lumo_ev": 0.72
}